(1)
Density functional theory data (ωB97M-V/def2-TZVPD) for the ion IN2 with charge +1.

- Frontier orbital gap: 0.352 Eh
- Structure (SMILES): N#[N+]I
- Lowest unoccupied orbital energy: -7.6 eV
- Net charge: +1
- Energy above the lowest of the compared OMol25 structures with the same formula, charge and spin: 95.2 kJ/mol

```
3
Properties=species:S:1:pos:R:3:forces:R:3:lowdin_charge:R:1
N 0.690145 -0.039029 0.058723 -12.940 0.011 -1.891 0.336
N -0.538221 -0.033066 -0.098174 14.530 -0.048 1.960 -0.615
I -2.437916 0.050909 0.003545 -1.590 0.037 -0.069 1.279
```
Forces are in eV/Å.

***

(2)
Density functional theory data (ωB97M-V/def2-TZVPD) for a cluster of 2 separate species, C8H10N2 in total.

- Frontier orbital gap (alpha / beta): 0.276 / 0.276 Eh
- Lowest unoccupied orbital energy (alpha / beta): -0.5 / -0.5 eV
- Net charge: 0
- Energy above the lowest of the compared OMol25 structures with the same formula, charge and spin: 591.3 kJ/mol

```
20
Properties=species:S:1:pos:R:3:forces:R:3:lowdin_charge:R:1
C -1.223264 -1.996779 -0.807224 0.283 0.133 -0.087 -0.045
C -1.214273 -0.624559 -0.174492 -1.925 0.176 -0.549 -0.456
N -1.863248 0.383994 -0.757249 0.685 -0.599 0.200 0.118
C 0.854171 -0.015357 -0.445797 1.247 0.429 -0.580 -0.136
C 1.628653 -0.822539 -0.934231 -0.547 0.195 0.393 0.137
H -2.000071 0.235509 -1.753529 0.106 -0.210 -0.034 0.106
H -1.048451 -1.920232 -1.879955 0.001 -0.001 0.029 0.086
H -0.455517 -2.624376 -0.360642 0.005 0.010 -0.015 0.083
H -2.196293 -2.462482 -0.634283 0.016 0.094 0.040 0.093
H 2.239890 -1.600059 -1.319892 0.079 -0.100 -0.082 0.040
C 2.089785 1.944676 0.571814 0.126 -0.010 -0.168 -0.059
C 0.796064 1.544222 -0.091579 -0.672 -0.738 0.550 -0.473
N -0.203182 2.237525 -0.252268 -0.839 -0.269 -0.639 0.107
C -1.194322 -0.614958 1.263075 0.542 0.212 0.538 -0.084
C -1.107814 -0.620309 2.460994 -0.115 0.047 -0.469 0.166
H -1.276588 1.446196 -0.602501 1.059 0.698 0.762 0.052
H 2.056223 3.001570 0.830763 0.000 -0.044 -0.072 0.074
H 2.244285 1.352143 1.474797 -0.042 -0.029 -0.029 0.079
H 2.920029 1.734469 -0.105751 0.009 0.062 0.055 0.077
H -1.046076 -0.578654 3.517949 -0.019 -0.055 0.156 0.034
```
Forces are in eV/Å.

***

(3)
Density functional theory data (ωB97M-V/def2-TZVPD) for a cluster of 2 separate species, H5N3 in total.

- Frontier orbital gap: 0.385 Eh
- Structure (SMILES): [H]/N=N\[H].N
- Lowest unoccupied orbital energy: 0.6 eV
- Net charge: 0
- Energy above the lowest of the compared OMol25 structures with the same formula, charge and spin: 0.0 kJ/mol

```
8
Properties=species:S:1:pos:R:3:forces:R:3:lowdin_charge:R:1
H 0.811835 -0.489527 0.515645 -0.500 0.213 0.650 0.010
N 1.551593 -0.697758 -0.142866 1.169 0.304 -0.982 -0.041
N 2.364401 0.238174 -0.268308 -1.000 -0.200 0.926 -0.030
H 2.104509 1.020147 0.392618 0.335 -0.306 -0.585 0.053
N -1.984111 -0.042628 -0.215339 0.481 0.292 0.033 0.001
H -1.421855 -0.840699 -0.503747 -0.120 0.148 -0.097 -0.002
H -1.526492 0.802017 -0.572103 -0.214 -0.420 0.008 0.010
H -1.899883 0.010273 0.794103 -0.151 -0.032 0.046 -0.001
```
Forces are in eV/Å.

***

(4)
Density functional theory data (ωB97M-V/def2-TZVPD) for a structure of composition C44H41Cl2N4OS3V.

- Frontier orbital gap (alpha / beta): 0.208 / 0.213 Eh
- Lowest unoccupied orbital energy (alpha / beta): 2.3 / 2.2 eV
- Net charge: -1
- Spin multiplicity: 2
- Energy above the lowest of the compared OMol25 structures with the same formula, charge and spin: 300.8 kJ/mol

```
96
Properties=species:S:1:pos:R:3:forces:R:3:lowdin_charge:R:1
V -0.458743 0.277533 -1.866206 0.293 0.607 -0.351 0.565
S 2.033714 -3.315892 -0.044572 -0.051 0.211 0.084 0.616
C 2.317086 -2.342210 1.322148 0.124 0.214 -0.007 -0.716
N 2.473519 -2.958197 2.577442 -0.385 0.034 0.008 -0.134
C 2.405786 -2.122377 3.755096 0.049 -0.089 -0.078 -0.163
C 3.267158 -0.913649 3.532823 -0.061 0.113 -0.016 -0.162
N 2.762137 -0.181377 2.393727 0.043 -0.072 -0.044 -0.156
C 3.204271 1.194701 2.348825 -0.072 -0.044 0.123 -0.177
C 2.426510 2.116218 3.270137 0.057 -0.024 0.043 -0.210
C 2.890305 3.413761 3.485165 -0.010 0.018 0.020 -0.047
C 2.181166 4.302733 4.281528 0.014 -0.005 -0.021 -0.097
C 0.990094 3.907060 4.880769 0.003 -0.070 -0.053 -0.106
C 0.523183 2.615280 4.676780 0.054 0.007 -0.016 -0.082
C 1.239096 1.727140 3.880469 -0.002 0.027 0.125 -0.058
C 2.485346 -0.905677 1.218179 0.007 -0.412 0.007 -0.709
S 2.355053 -0.065441 -0.256130 -0.081 -0.141 -0.116 0.645
C 2.084221 -4.349450 2.812972 0.054 0.161 -0.096 -0.169
C 0.661717 -4.540819 3.309485 0.037 0.231 0.002 -0.203
C 0.409393 -4.839701 4.645364 -0.029 -0.014 0.015 -0.060
C -0.892882 -4.957802 5.121034 0.041 -0.008 -0.043 -0.099
C -1.964952 -4.778973 4.258726 0.041 0.008 -0.026 -0.106
C -1.725419 -4.495214 2.918151 0.094 0.027 -0.005 -0.086
C -0.423769 -4.373696 2.446022 -0.057 -0.003 -0.055 -0.034
H 2.772679 -2.689441 4.613650 -0.012 -0.057 -0.001 0.123
H 1.377164 -1.804253 3.977347 -0.041 -0.023 0.041 0.126
H 4.308512 -1.225135 3.371715 0.054 0.008 0.021 0.135
H 3.233352 -0.263658 4.408239 -0.004 0.046 0.033 0.123
H 3.111792 1.530413 1.317857 -0.035 0.106 -0.098 0.053
H 4.269437 1.255637 2.609509 0.047 -0.010 -0.010 0.132
H 3.817287 3.730356 3.014220 -0.065 -0.019 0.028 0.114
H 2.557170 5.309563 4.433920 -0.027 -0.078 -0.024 0.097
H 0.429368 4.601604 5.495253 0.026 -0.028 -0.016 0.094
H -0.407815 2.295861 5.132982 0.053 0.016 -0.020 0.100
H 0.870274 0.719311 3.718198 0.017 0.054 -0.018 0.104
H 2.780032 -4.749893 3.556736 -0.026 -0.033 0.025 0.116
H 2.224658 -4.879867 1.876919 0.039 -0.063 -0.056 0.061
H 1.244660 -4.986555 5.325044 -0.038 0.036 -0.040 0.105
H -1.069073 -5.189503 6.164905 0.014 0.010 -0.013 0.094
H -2.980520 -4.863306 4.627678 0.027 -0.010 -0.022 0.095
H -2.553829 -4.366921 2.231099 0.014 0.003 0.018 0.104
H -0.237796 -4.157023 1.397027 0.021 0.028 0.104 0.082
N 0.299292 -1.469330 -2.657878 -0.470 -1.271 0.014 0.027
C -0.662855 -2.529704 -2.963871 0.235 0.089 -0.216 -0.209
C -0.329135 -3.842564 -2.650725 0.040 0.144 0.040 -0.045
C -1.192583 -4.890681 -2.922451 0.000 -0.002 -0.012 -0.094
C -2.411566 -4.620856 -3.521593 0.006 0.027 -0.012 -0.099
C -2.740471 -3.312727 -3.838969 -0.038 -0.053 0.007 -0.045
C -1.880615 -2.238228 -3.593747 -0.015 0.228 0.037 -0.119
C -2.292455 -0.859607 -4.014610 0.058 0.026 -0.011 -0.195
C -3.099320 -0.751436 -5.157899 0.072 0.025 -0.025 -0.073
C -3.550378 0.474741 -5.617476 -0.003 -0.063 0.012 -0.117
C -3.196776 1.623864 -4.920467 0.077 -0.016 0.017 -0.111
C -2.374138 1.522644 -3.808063 0.030 -0.208 -0.126 -0.127
C -1.870839 0.296872 -3.321769 -0.834 0.166 -0.415 -0.170
H 0.990299 -1.827190 -1.984731 0.039 0.007 -0.044 0.008
H 0.801184 -1.197368 -3.493908 0.034 0.191 -0.158 0.064
H 0.622260 -4.038732 -2.179102 0.070 0.012 0.034 0.047
H -0.907484 -5.904560 -2.667122 -0.014 0.039 0.002 0.097
H -3.103463 -5.424326 -3.745332 -0.023 0.030 0.037 0.093
H -3.708270 -3.109487 -4.280704 0.037 0.004 0.026 0.102
H -3.341134 -1.641534 -5.729838 -0.013 0.033 0.039 0.096
H -4.155426 0.532393 -6.516856 0.023 -0.011 0.063 0.088
H -3.541857 2.596482 -5.260063 0.034 -0.034 0.020 0.091
H -2.068314 2.440433 -3.314848 -0.034 -0.009 0.051 0.085
C -1.664983 5.442367 0.070798 0.093 -0.040 -0.006 -0.058
C -1.447348 3.954261 0.114992 -0.051 0.080 -0.003 -0.291
C -2.287806 3.090217 -0.531827 0.063 0.021 0.004 -0.039
C -2.084800 1.690692 -0.490197 0.209 -0.406 -0.341 -0.113
C -0.947292 1.210504 0.174452 0.118 -0.438 -0.155 -0.504
C -0.071970 2.096863 0.843224 0.068 -0.008 0.124 -0.110
C -0.338981 3.428163 0.833376 0.048 0.109 -0.021 -0.081
S -0.833391 -0.540662 0.484313 -0.631 0.473 1.947 0.899
C -1.814766 -0.508419 2.040571 -0.108 -0.546 -0.116 -0.183
O -1.752504 -1.086714 -0.603712 0.458 0.042 -0.004 -0.517
H -2.633224 5.688329 -0.367813 0.035 -0.008 0.013 0.071
H -0.885631 5.918685 -0.533349 -0.045 -0.008 0.038 0.072
H -1.615729 5.877415 1.072651 -0.007 -0.001 -0.034 0.075
H -3.157946 3.480417 -1.048453 0.010 -0.045 -0.029 0.114
H -2.848839 1.012106 -0.837952 -0.083 -0.006 0.031 0.106
H 0.794483 1.706313 1.360359 -0.147 0.009 -0.113 0.067
H 0.325715 4.103047 1.365666 -0.030 0.002 -0.034 0.113
H -1.779089 0.497261 2.455298 0.031 -0.038 -0.032 0.050
H -1.398297 -1.234608 2.739549 -0.047 -0.040 -0.041 0.032
H -2.835575 -0.787842 1.767918 0.064 0.094 0.038 0.061
Cl 0.630652 0.390024 -5.577004 -0.042 0.006 0.089 0.739
C 0.981736 1.999744 -5.009846 -0.124 -0.039 0.272 -0.566
C 1.295206 2.941911 -5.973048 -0.016 -0.201 -0.088 -0.140
C 1.652252 4.225843 -5.606588 0.032 0.063 -0.100 -0.117
C 1.732461 4.530363 -4.262914 0.044 0.080 0.224 -0.141
C 1.413725 3.579107 -3.307743 -0.129 -0.199 0.053 -0.590
Cl 1.630210 4.003292 -1.644214 -0.054 0.030 0.165 0.734
C 0.944194 2.278480 -3.613804 -0.066 -0.382 -0.092 -0.373
N 0.503166 1.371162 -2.683079 0.817 1.419 -0.740 -0.100
H 1.266807 2.651922 -7.015917 -0.015 -0.026 0.050 0.095
H 1.892949 4.968520 -6.357689 -0.013 -0.045 0.040 0.096
H 2.057315 5.510996 -3.936229 -0.023 -0.068 0.032 0.094
```
Forces are in eV/Å.